C11H22OSi | wB97M-V/def2-TZVPD

Values from the calculation:
2S+1: 1
SMILES string: CC=C=C(C)O[Si](C)(C)C(C)(C)C
HOMO-LUMO gap: 8.67 eV
molecular weight: 198.38 u
relative energy (zero: lowest compared OMol25 entry of this formula, charge and spin): 306.57 kJ/mol
net charge: 0
energy: -21686.0875 eV

Last column: Mulliken charge in e.
Geometry (Å):
1 C -5.573 0.653 -0.444  -0.98
2 C -4.437 -0.306 -0.404  -0.32
3 C -3.158 -0.167 -0.211  -0.09
4 C -1.888 0.154 0.187  0.33
5 C -1.709 -0.039 1.706  -0.87
6 O -0.672 0.309 -0.567  -0.56
7 Si 1.167 0.697 -0.660  0.72
8 C 1.411 2.462 0.114  -1.25
9 C 1.139 0.428 -2.508  -1.17
10 C 2.227 -0.780 0.290  1.87
11 C 3.640 -0.436 0.019  -1.91
12 C 1.938 -0.836 1.759  -1.16
13 C 1.845 -2.017 -0.408  -2.10
14 H -5.680 0.957 -1.416  0.31
15 H -6.366 0.110 -0.046  0.35
16 H -5.346 1.512 0.288  0.26
17 H -4.758 -1.314 -0.478  0.32
18 H -0.874 -0.822 1.628  -0.03
19 H -1.485 0.923 2.151  0.32
20 H -2.558 -0.371 2.216  0.48
21 H 0.795 2.528 1.010  0.31
22 H 2.425 2.726 0.347  0.42
23 H 1.239 3.120 -0.716  0.38
24 H 0.161 0.791 -2.841  0.31
25 H 1.981 0.929 -3.011  0.37
26 H 1.237 -0.565 -2.644  0.36
27 H 4.110 -0.417 -0.939  0.39
28 H 3.832 0.548 0.630  0.29
29 H 4.273 -1.129 0.524  0.50
30 H 0.840 -0.949 1.801  0.04
31 H 2.367 0.102 2.188  0.40
32 H 2.474 -1.789 2.180  0.40
33 H 0.791 -2.276 -0.323  0.29
34 H 2.110 -1.971 -1.439  0.47
35 H 2.502 -2.766 0.016  0.56